14
Properties=species:S:1:pos:R:3:nbo_charge:R:1 method="wB97M-V/def2-TZVPD" homo_lumo_gap_ha=0.3011 de_lowest_kj_mol=0.0 fmax_ev_per_a=0.25 energy_ha=-2936.17176 charge=-1
Br -0.12 1.87 -1.49 -0.148
Al 1.84 0.92 1.04 0.915
C -0.69 -0.39 0.18 -0.449
C 0.52 0.33 -0.40 -0.677
C -1.67 -1.02 -0.82 -0.618
H -1.45 -2.09 -0.98 0.188
H -1.61 -0.53 -1.79 0.211
H -1.22 0.29 0.85 0.204
H -0.28 -1.17 0.83 0.213
H 2.35 -0.49 1.69 -0.416
H -2.71 -0.96 -0.49 0.192
H 0.98 1.77 2.14 -0.405
H 3.07 1.77 0.40 -0.400
H 0.98 -0.31 -1.16 0.191

7
Properties=species:S:1:pos:R:3:nbo_charge:R:1 method="wB97M-V/def2-TZVPD" homo_lumo_gap_ha=0.3361 de_lowest_kj_mol=25.4 fmax_ev_per_a=1.66 energy_ha=-770.88352 charge=0 smiles=NP(O)I
I 2.44 0.15 -0.16 -0.222
P 0.25 -0.28 0.68 1.117
O -0.31 -1.39 -0.40 -1.015
N -0.47 1.07 0.01 -1.192
H -1.41 0.84 -0.28 0.395
H -0.54 1.90 0.53 0.400
H 0.04 -2.29 -0.38 0.517

85
Properties=species:S:1:pos:R:3:lowdin_charge:R:1 method="wB97M-V/def2-TZVPD" homo_lumo_gap_ha=0.2696 fmax_ev_per_a=1.62 energy_ha=-3318.15433 charge=+1
Cd -0.09 -0.01 1.04 1.308
S 1.34 2.01 2.01 0.528
S 3.36 -1.96 -1.81 0.931
S 3.59 0.06 0.37 0.865
O -3.61 -1.35 -1.48 0.048
O -1.32 -0.47 -0.76 -0.217
O 3.19 -1.16 6.72 0.083
N -1.25 2.75 2.07 -0.047
N 0.56 -1.64 -1.38 0.008
N -0.44 0.87 -3.13 0.087
N -2.03 -1.21 2.00 0.037
N 0.29 4.42 1.75 0.063
N -1.76 2.16 -1.41 0.120
N -1.53 1.45 2.07 -0.137
N 1.13 2.30 -1.34 0.044
N 1.27 -0.84 -0.55 -0.207
N 2.60 0.75 5.67 0.185
N 1.10 -1.53 2.51 -0.018
C 2.79 -0.59 5.73 -0.513
C -0.42 2.05 -4.00 -0.310
C 2.45 -1.33 4.47 -0.106
C -0.74 -1.43 -1.39 -0.489
C 5.04 -1.31 -1.45 -0.507
C -2.77 -0.43 2.81 -0.273
C -1.65 -4.07 -3.91 -0.084
C 2.83 -3.12 2.94 -0.030
C 0.01 3.10 1.94 -0.929
C -3.77 -0.95 3.63 -0.003
C -3.68 -3.10 -3.07 -0.008
C 1.41 -0.93 3.65 -0.148
C -4.04 -2.31 3.56 -0.038
C -1.66 3.37 -2.25 -0.294
C 0.91 3.40 -2.28 -0.360
C -3.32 -3.09 2.68 -0.029
C -2.31 -2.49 1.94 -0.123
C 3.16 -2.47 4.11 0.024
C -2.95 -2.24 -2.25 -0.269
C 1.80 -2.61 2.16 -0.148
C 5.09 -0.91 0.00 -0.499
C -1.67 2.89 -3.71 -0.087
C 0.85 2.87 -3.72 -0.099
C -0.92 -3.25 -3.09 -0.031
C -3.04 -4.00 -3.89 -0.071
C -2.46 0.99 2.83 -0.073
C -0.38 4.14 -1.93 -0.096
C -1.54 -2.32 -2.25 -0.107
C 2.55 -0.91 -0.64 -0.956
H -2.56 2.29 -3.89 0.127
H -3.61 -4.66 -4.52 0.108
H 0.78 -0.09 3.92 0.078
H 1.73 4.13 -2.24 0.143
H 1.22 4.70 2.00 0.082
H 3.35 -4.02 2.62 0.114
H -0.37 4.39 -0.86 0.101
H 2.83 1.29 6.48 0.120
H -1.11 1.35 -2.05 0.073
H -0.40 5.08 -2.48 0.130
H -1.70 3.75 -4.38 0.131
H -1.15 -4.77 -4.56 0.103
H 1.24 2.68 -0.40 -0.005
H 0.16 -3.29 -3.07 0.103
H -2.72 1.84 -1.31 0.147
H -2.51 4.03 -2.07 0.152
H -2.91 -0.87 -0.98 0.054
H 2.03 1.86 -1.55 0.065
H 3.95 -2.83 4.76 0.130
H -4.76 -3.04 -3.04 0.119
H -3.01 1.64 3.51 0.133
H -0.91 0.07 -3.55 0.129
H -0.44 5.07 1.99 0.102
H 5.09 -1.78 0.66 0.075
H 0.49 0.59 -2.83 0.098
H -1.35 2.28 -0.49 0.086
H 2.40 1.23 4.81 0.065
H 5.21 -0.45 -2.11 0.076
H 5.94 -0.28 0.23 0.084
H -4.81 -2.74 4.18 0.116
H 0.87 3.71 -4.41 0.129
H -4.31 -0.31 4.30 0.117
H 1.53 -3.07 1.22 0.110
H -1.70 -3.08 1.26 0.116
H 5.76 -2.09 -1.68 0.082
H -0.42 1.76 -5.06 0.149
H -3.52 -4.15 2.57 0.112
H 1.72 2.25 -3.92 0.123

175
Properties=species:S:1:pos:R:3:lowdin_charge:R:1 method="wB97M-V/def2-TZVPD" homo_lumo_gap_ha=0.1522 fmax_ev_per_a=4.74 energy_ha=-5822.78505 charge=+1
P -31.80 15.89 -3.96 0.514
P -30.26 9.20 -0.82 0.587
P -24.93 12.41 -4.97 0.576
P -25.77 10.34 -0.48 0.562
Al -28.55 12.96 -2.66 1.560
O -30.18 9.10 0.83 -0.179
O -29.98 7.71 -1.38 -0.189
O -27.60 15.70 -3.23 0.097
O -24.67 10.92 -5.52 -0.158
O -25.01 15.52 0.35 -0.048
O -31.38 17.36 -4.60 -0.200
O -26.35 8.79 -0.59 -0.208
O -29.54 14.30 -7.33 -0.017
O -29.77 9.20 -5.44 0.141
O -24.15 13.48 -0.21 -0.001
O -31.86 9.42 -1.08 -0.206
O -25.91 14.32 -1.44 0.075
O -28.19 10.28 -4.28 0.031
O -26.01 12.65 -3.95 -0.240
O -30.65 14.98 -3.66 -0.233
O -23.44 12.89 -4.59 -0.155
O -24.19 10.18 -0.94 -0.196
O -30.00 14.83 1.60 0.143
O -28.15 14.00 -5.50 0.100
O -26.57 11.33 -1.26 -0.248
O -27.50 17.96 -2.67 -0.011
O -25.23 13.22 -6.38 -0.182
O -28.92 13.32 0.40 0.019
O -30.07 11.24 -4.52 0.006
O -32.81 15.33 -4.99 -0.175
O -29.48 10.33 -1.46 -0.256
O -33.39 13.13 -0.80 0.067
O -25.62 10.77 1.05 -0.186
O -33.55 12.11 -2.58 0.028
O -25.87 17.05 -3.75 0.054
O -31.47 12.64 -1.96 0.063
O -32.74 16.29 -2.67 -0.143
O -27.49 15.37 -7.16 -0.019
O -29.40 15.15 -0.51 0.043
C -21.98 9.05 -0.72 -0.054
C -25.10 15.95 -4.34 -0.170
C -28.77 18.01 -2.06 -0.056
C -21.69 12.05 -3.21 -0.039
C -28.41 14.54 -6.55 -0.469
C -25.13 14.40 -0.49 -0.453
C -26.48 11.25 3.25 -0.044
C -30.53 17.24 -5.78 -0.237
C -32.69 12.61 -1.77 -0.624
C -30.61 13.47 -6.93 -0.236
C -32.79 8.50 -0.52 -0.252
C -25.84 16.75 0.19 0.022
C -23.49 9.06 -0.44 -0.283
C -30.26 5.81 -2.86 -0.022
C -29.35 10.28 -4.77 -0.807
C -24.00 16.45 -5.31 -0.041
C -33.82 14.00 1.36 -0.047
C -32.72 13.69 0.33 -0.183
C -23.48 8.91 -4.84 -0.039
C -23.08 12.96 1.91 -0.049
C -30.51 9.99 2.97 -0.062
C -26.60 6.59 -1.48 -0.058
C -32.24 16.94 -1.57 -0.336
C -23.01 12.79 -3.28 -0.313
C -23.02 13.79 0.64 -0.194
C -24.32 13.10 -7.43 -0.293
C -25.08 12.79 -8.75 -0.041
C -35.09 15.19 -5.99 -0.039
C -34.16 8.95 -1.03 -0.054
C -24.69 9.89 -4.59 -0.274
C -29.99 7.35 -2.73 -0.274
C -29.40 14.46 0.47 -0.878
C -33.86 16.08 -5.56 -0.253
C -26.50 8.08 -1.84 -0.232
C -33.37 17.39 -0.71 -0.052
C -27.80 16.02 -8.39 -0.043
C -30.49 10.36 1.49 -0.276
C -27.07 16.77 -3.23 -0.550
C -31.78 13.79 -7.81 -0.051
C -26.74 11.36 1.75 -0.236
C -30.52 18.67 -6.40 -0.033
C -33.19 11.39 -3.79 0.005
H -32.52 11.99 -4.39 0.075
H -32.70 10.42 -3.67 0.083
H -31.42 19.26 -6.20 0.082
H -25.55 11.81 -8.60 0.077
H -20.97 12.68 -3.72 0.083
H -29.14 18.99 -1.78 0.102
H -26.14 10.23 3.46 0.086
H -21.43 9.83 -0.21 0.068
H -34.26 13.15 1.87 0.080
H -23.29 15.64 -5.48 0.065
H -27.18 16.91 -8.43 0.098
H -25.56 9.28 -4.84 0.114
H -29.54 17.45 -2.60 0.066
H -22.50 9.38 -4.87 0.057
H -34.29 8.77 -2.10 0.074
H -25.73 17.22 -0.79 0.084
H -23.89 8.12 -0.82 0.104
H -24.34 16.75 -6.30 0.074
H -26.93 6.01 -2.34 0.075
H -24.58 15.39 -3.56 0.101
H -27.31 6.29 -0.71 0.081
H -23.70 12.21 -2.68 0.093
H -31.98 14.46 0.10 0.098
H -29.12 7.78 -3.23 0.094
H -29.50 5.24 -2.32 0.068
H -35.29 14.64 -5.06 0.074
H -26.90 16.58 0.36 0.084
H -34.13 11.26 -4.33 0.099
H -36.00 15.77 -6.17 0.078
H -31.22 5.66 -2.35 0.069
H -25.51 17.50 0.90 0.095
H -23.80 14.04 -7.61 0.113
H -30.89 13.70 -5.90 0.095
H -27.65 10.83 1.45 0.096
H -31.61 13.68 -8.88 0.089
H -31.63 17.82 -1.77 0.113
H -23.01 13.76 -2.78 0.119
H -25.68 11.92 3.56 0.060
H -30.87 10.86 3.52 0.081
H -24.04 13.18 2.39 0.070
H -34.64 14.57 0.92 0.068
H -23.66 9.07 0.64 0.117
H -33.79 16.55 -0.15 0.061
H -30.27 12.43 -6.94 0.126
H -30.39 5.46 -3.88 0.080
H -33.48 14.78 2.05 0.079
H -24.50 12.76 -9.67 0.079
H -24.73 10.19 -3.55 0.089
H -30.90 16.45 -6.44 0.092
H -25.66 6.14 -1.18 0.073
H -23.54 12.35 -7.23 0.113
H -21.64 9.16 -1.75 0.065
H -30.77 7.92 -3.24 0.107
H -22.92 14.86 0.81 0.125
H -31.20 9.18 3.19 0.081
H -27.32 11.60 3.85 0.078
H -34.89 14.52 -6.82 0.064
H -25.66 15.20 -4.90 0.086
H -32.58 7.49 -0.89 0.114
H -35.01 8.44 -0.57 0.080
H -31.56 16.34 -0.96 0.100
H -21.74 11.08 -3.70 0.063
H -28.67 17.52 -1.10 0.075
H -28.84 16.34 -8.49 0.088
H -29.62 19.13 -6.00 0.077
H -32.99 17.98 0.12 0.089
H -23.36 8.08 -4.14 0.066
H -34.35 10.02 -0.94 0.072
H -32.20 14.77 -7.59 0.060
H -22.97 11.90 1.70 0.077
H -25.89 13.50 -8.89 0.057
H -31.46 10.83 1.33 0.106
H -32.75 8.55 0.56 0.116
H -27.55 15.41 -9.26 0.091
H -34.11 17.96 -1.27 0.091
H -23.70 8.39 -5.77 0.073
H -25.60 8.27 -2.42 0.100
H -33.54 16.66 -6.43 0.116
H -29.75 11.14 1.29 0.083
H -29.52 9.65 3.26 0.075
H -29.75 14.07 2.15 0.117
H -23.42 17.24 -4.82 0.077
H -32.60 13.13 -7.53 0.082
H -21.32 11.96 -2.19 0.076
H -30.64 9.54 -5.67 0.117
H -29.51 16.95 -5.50 0.109
H -21.54 8.14 -0.31 0.081
H -27.42 8.45 -2.29 0.087
H -26.87 12.38 1.38 0.100
H -32.08 12.96 0.82 0.103
H -30.45 18.50 -7.47 0.069
H -34.33 16.76 -4.84 0.118
H -22.33 13.29 2.63 0.086
H -22.16 13.41 0.08 0.116

16
Properties=species:S:1:pos:R:3:nbo_charge:R:1 method="wB97M-V/def2-TZVPD" homo_lumo_gap_ha=0.1816 de_lowest_kj_mol=788.9 fmax_ev_per_a=5.17 energy_ha=-362.78504 charge=0
O -0.47 -1.61 -0.54 -0.791
O 2.10 1.46 1.47 -0.419
N 0.60 0.94 -0.71 -0.785
C -0.11 1.18 0.53 -0.088
C 0.93 1.21 1.76 0.293
C -0.86 -1.65 -1.89 -0.260
C -0.20 0.00 1.34 -0.232
H -1.72 -2.34 -1.94 0.161
H -0.04 -1.97 -2.53 0.156
H 0.61 1.68 2.71 0.172
H 1.60 1.05 -0.57 0.386
H 0.33 -0.95 1.15 0.338
H -1.11 -0.14 1.91 0.245
H -0.93 1.88 0.43 0.256
H 0.45 -0.08 -0.82 0.414
H -1.18 -0.67 -2.31 0.154